# C4H25NO10

A cluster of 9 separate species, C4H25NO10 in total (ωB97M-V/def2-TZVPD, the Open Molecules 2025 dataset).

The geometry in XYZ format:
```
40
Properties=species:S:1:pos:R:3:forces:R:3
C 1.98685 1.33355 2.24161 -0.469 0.782 1.551
C 1.39347 0.66590 1.05593 0.073 -1.916 -1.342
N 0.10619 0.74673 0.65224 -0.568 1.336 2.212
C -0.89383 1.56852 1.34139 -0.317 1.176 0.078
C -1.29358 2.83182 0.48393 0.716 -0.548 1.617
O -1.81106 2.43153 -0.76745 1.617 -0.629 -0.681
O 2.14327 -0.10533 0.43188 -0.093 -0.071 0.514
H 1.65506 2.37872 2.34654 0.276 -0.180 -0.302
H 1.60387 0.88094 3.21798 0.785 0.147 -1.329
H 3.09716 1.28603 2.12021 -1.116 -0.082 0.384
H -0.17109 0.42200 -0.26312 0.368 -0.406 0.141
H -1.78400 1.00095 1.66266 0.218 -0.150 -0.859
H -0.59417 1.97477 2.32755 0.727 -0.361 -0.619
H -0.35238 3.57886 0.50458 -2.321 -1.433 -0.514
H -2.20150 3.17653 0.99948 0.652 0.836 0.009
H -1.10277 1.87331 -1.18008 -0.781 0.872 -0.008
H -0.10244 -0.73455 -2.15110 0.289 -0.006 -0.028
H -0.81256 0.17994 -3.17133 -0.521 -0.923 1.299
O -0.99078 -0.37791 -2.36144 0.597 1.306 -1.905
H -1.29135 -2.49945 1.68762 -1.742 0.935 -0.713
H -0.75389 -3.52079 2.57929 0.409 0.126 -0.085
O -0.45962 -2.82753 1.96863 1.226 -1.051 0.790
H 1.56779 -0.97340 -0.85649 0.349 0.278 0.215
H 1.17552 -2.11283 -1.89155 0.345 1.325 0.315
O 1.43774 -1.15099 -1.81827 -0.822 -2.302 -0.658
H -0.64449 -4.03861 -1.28574 0.030 -0.865 0.219
H -0.06352 -3.35056 0.03036 0.409 -0.771 1.787
O -0.42205 -3.24243 -0.82581 -0.499 1.668 -2.029
H -2.66083 0.49362 -0.64140 0.053 0.611 -0.292
H -2.08966 -0.85669 -1.17096 -1.003 0.921 0.659
O -2.72810 -0.44956 -0.52289 0.181 -1.193 0.014
H 2.51396 2.74649 -1.12742 0.143 0.466 -0.114
H 2.33073 1.26471 -1.29052 -0.419 1.037 0.105
O 1.79966 2.11714 -1.20211 -0.081 -0.471 -0.075
H -3.00370 -2.66221 0.25618 0.260 -0.714 -0.565
H -3.49200 -1.47426 0.90261 0.161 -1.658 0.633
O -3.36884 -2.45980 1.11311 -0.220 2.059 0.039
H 2.87230 -0.11977 -2.46613 1.721 0.371 1.936
H 3.89463 -0.34298 -1.11423 -1.758 2.080 -2.617
O 3.50998 0.34761 -1.81572 1.123 -2.604 0.216
```
Positions in Å, forces in eV/Å.

Values from the calculation:
E_HOMO: -9.663 eV
Energy relative to the best compared isomer or geometry (same formula, charge and spin): 245.3 kJ/mol
Total charge: 0
Orbital gap: 10.0 eV
SMILES: CC(=O)NCCO.O.O.O.O.O.O.O.O
Total energy: -974.54894 Eh

# C4H12O

A cluster of 2 separate species, C4H12O in total (ωB97M-V/def2-TZVPD, the Open Molecules 2025 dataset).

The geometry in XYZ format:
```
17
Properties=species:S:1:pos:R:3:forces:R:3
C 3.08879 0.46729 -0.61859 0.033 3.245 -1.718
C 2.71790 0.69373 0.80896 -1.785 -1.879 1.756
H 3.31435 -0.50594 -0.91770 -0.058 -1.901 -0.020
H 2.31069 0.88810 -1.34594 0.924 -0.665 1.049
H 4.01255 0.99096 -0.85714 0.083 0.401 -0.201
H 3.52244 0.67016 1.58762 -0.449 0.061 -0.982
H 2.07557 -0.22336 0.99250 0.488 0.985 0.623
H 2.02855 1.53426 1.04206 0.738 -0.252 -0.508
C -1.65566 -0.21831 -0.48470 -1.292 -1.179 0.462
C -1.97985 0.40991 0.90066 9.392 -1.638 -2.796
O -2.45725 -1.37199 -0.69900 -2.125 2.143 -1.487
H -2.06362 0.45548 -1.26831 0.930 -0.193 0.369
H -0.59674 -0.54088 -0.64642 -0.625 1.035 0.245
H -2.71185 0.21291 1.45039 -6.933 -2.598 3.568
H -2.16732 -2.19766 -0.44649 1.632 -2.287 1.145
H -1.99779 1.39439 0.73745 0.201 4.129 -0.299
H -1.09585 0.18170 1.62600 -1.154 0.593 -1.206
```
Positions in Å, forces in eV/Å.

Values from the calculation:
E_HOMO: -10.104 eV
Energy relative to the best compared isomer or geometry (same formula, charge and spin): 214.0 kJ/mol
Total charge: 0
Orbital gap: 11.0 eV
SMILES: CCO.CC
Total energy: -234.75113 Eh

# C6H14N2O

A cluster of 2 separate species, C6H14N2O in total (ωB97M-V/def2-TZVPD, the Open Molecules 2025 dataset).

The geometry in XYZ format:
```
23
Properties=species:S:1:pos:R:3:forces:R:3
C -1.23717 -1.06005 -0.54621 -0.034 0.704 0.063
C 2.56323 0.36040 0.42729 0.359 -0.127 -0.115
C -0.15261 -1.82127 1.44532 0.021 0.106 0.253
C 0.21594 1.17597 -2.05605 0.140 0.010 0.110
N -0.00491 -1.47028 0.06381 0.289 -0.817 -0.038
C -1.31746 0.41628 -0.16608 0.881 0.986 -1.094
N -1.91508 0.67059 1.04399 -0.241 -0.122 0.705
C -0.52200 1.34741 -0.77131 -1.752 -0.495 -0.042
O 1.18177 0.29560 0.38406 0.558 -0.048 0.373
H -1.69517 1.52972 1.52162 -0.171 -0.043 -0.142
H -2.80332 0.24448 1.25508 0.070 0.154 -0.039
H -1.18364 -1.18770 -1.62608 0.014 0.018 0.030
H -2.12056 -1.59613 -0.16934 0.143 -0.023 0.077
H -0.58438 2.35990 -0.38561 0.013 0.029 0.079
H 2.95083 0.91384 1.30059 -0.193 -0.105 -0.080
H 2.98333 0.80846 -0.49316 -0.115 -0.083 0.154
H 2.98908 -0.65654 0.49177 -0.175 0.085 -0.004
H -0.58267 -0.99824 2.03893 0.056 -0.155 -0.125
H -0.83908 -2.67844 1.53568 0.063 0.077 -0.071
H 0.81709 -2.09180 1.86087 -0.026 -0.041 0.008
H -0.36610 1.56950 -2.89760 0.080 -0.062 0.039
H 1.15337 1.73315 -2.01689 0.028 -0.014 -0.074
H 0.46951 0.13513 -2.24071 -0.009 -0.035 -0.066
```
Positions in Å, forces in eV/Å.

Values from the calculation:
E_HOMO (alpha / beta): -7.316 / -7.245 eV
Energy relative to the best compared isomer or geometry (same formula, charge and spin): 611.7 kJ/mol
Total charge: 0
Orbital gap (alpha / beta): 7.5 / 6.8 eV
Total energy: -421.56728 Eh

> What is the formula in the second record?

C4H12O